Entry 1:
C24H50BClF4P2PtSi2 | the ωB97M-V functional and the def2-TZVPD basis

Geometry (Å):
Pt  0.566  1.140  0.612
C  -1.507  -1.713  -1.585
C  -2.516  -0.984  -0.915
C  -2.685  0.252  -1.616
Si  -3.106  -1.608  0.727
C  -1.689  0.323  -2.620
C  -0.906  -0.878  -2.557
Si  0.749  -1.378  -3.224
H  -1.201  -2.727  -1.346
H  -3.439  1.002  -1.380
H  -1.515  1.147  -3.310
Cl  1.599  2.799  1.796
C  0.819  -3.242  -3.286
C  0.930  -0.595  -4.899
C  -3.049  -3.477  0.685
C  -4.843  -0.982  0.952
H  0.056  -0.891  -5.502
H  1.837  -0.967  -5.397
H  0.963  0.500  -4.852
H  1.153  -3.651  -2.316
H  1.520  -3.560  -4.069
H  -0.172  -3.653  -3.516
H  -5.417  -1.254  0.053
H  -4.897  0.104  1.070
H  -5.322  -1.462  1.817
H  -3.263  -3.839  -0.329
H  -3.808  -3.877  1.370
H  -2.056  -3.846  0.990
C  2.063  -0.962  -1.910
C  -1.801  -1.154  2.045
P  2.138  0.642  -1.036
H  3.036  -1.171  -2.384
H  1.958  -1.722  -1.119
P  -1.011  0.488  2.230
H  -0.964  -1.857  1.888
H  -2.270  -1.444  3.001
C  -0.179  0.378  3.888
C  -2.452  1.635  2.439
C  2.254  1.899  -2.401
C  3.823  0.585  -0.253
C  3.777  0.073  1.179
H  4.092  1.653  -0.241
C  4.894  -0.147  -1.060
H  4.810  -1.236  -0.976
H  5.867  0.159  -0.652
H  4.894  0.121  -2.117
H  3.217  0.767  1.816
H  4.798  0.007  1.579
H  3.318  -0.924  1.252
H  1.227  1.883  -2.811
C  3.248  1.526  -3.510
C  2.576  3.325  -1.912
H  3.215  0.480  -3.826
H  4.273  1.786  -3.224
H  3.004  2.133  -4.390
H  1.690  3.965  -1.971
H  3.332  3.774  -2.571
H  2.960  3.364  -0.886
H  -2.833  1.666  1.401
C  -2.069  3.059  2.869
C  -3.566  1.111  3.368
H  -3.791  0.046  3.268
H  -4.484  1.658  3.120
H  -3.333  1.331  4.415
H  -2.295  3.769  2.065
H  -1.012  3.176  3.142
H  -2.681  3.373  3.731
C  1.245  -0.165  3.797
C  -0.976  -0.433  4.920
H  -0.137  1.432  4.215
H  -0.858  -1.509  4.751
H  -2.042  -0.191  4.940
H  -0.558  -0.213  5.910
H  1.309  -1.075  3.185
H  1.608  -0.408  4.803
H  1.916  0.587  3.376
C  -0.493  2.738  -0.291
H  -1.103  2.304  -1.075
H  -1.071  3.180  0.523
H  0.284  3.410  -0.666
F  0.877  -2.044  0.759
B  1.346  -3.395  1.071
F  0.266  -4.063  1.701
F  1.715  -4.004  -0.154
F  2.465  -3.283  1.915

- Spin multiplicity: 5
- E: -87353.3283 eV

***

Entry 2:
C24H50O27S3 | the ωB97M-V functional and the def2-TZVPD basis

Geometry (Å):
O  -3.974  -4.593  0.862
S  -4.119  -4.609  -0.560
O  -4.377  -3.031  -0.946
S  -5.681  -2.188  -0.301
O  -5.554  -5.344  -0.868
S  -6.722  -5.491  0.342
H  -5.488  -2.379  1.011
H  -7.538  -4.555  -0.140
C  -4.104  -3.188  3.606
O  -3.891  -2.094  4.508
C  -2.780  -1.403  4.278
O  -1.928  -1.673  3.472
O  -2.784  -0.331  5.071
C  -1.630  0.502  4.920
H  -5.034  -3.661  3.906
H  -4.192  -2.818  2.588
H  -3.291  -3.907  3.663
H  -1.558  0.874  3.900
H  -0.727  -0.044  5.183
H  -1.754  1.338  5.600
C  1.255  -0.092  2.631
O  1.392  1.112  3.404
C  2.506  1.793  3.169
O  3.372  1.486  2.389
O  2.510  2.876  3.945
C  3.665  3.705  3.794
H  0.309  -0.539  2.924
H  1.234  0.134  1.567
H  2.066  -0.783  2.848
H  3.740  4.077  2.774
H  4.568  3.157  4.056
H  3.528  4.536  4.479
C  9.067  -2.256  0.765
O  8.811  -0.859  0.939
C  7.518  -0.546  1.037
O  6.602  -1.325  0.997
O  7.420  0.772  1.185
C  6.071  1.255  1.306
H  10.145  -2.362  0.698
H  8.694  -2.826  1.613
H  8.610  -2.617  -0.154
H  5.585  0.831  2.174
H  5.501  1.020  0.411
H  6.149  2.333  1.418
C  -7.744  0.712  -0.552
O  -7.674  1.027  0.845
C  -6.526  0.687  1.428
O  -5.597  0.148  0.879
O  -6.581  1.031  2.711
C  -5.384  0.736  3.448
H  -8.724  1.041  -0.884
H  -6.971  1.237  -1.108
H  -7.646  -0.360  -0.712
H  -4.546  1.299  3.041
H  -5.172  -0.327  3.419
H  -5.564  1.040  4.473
C  -9.800  2.459  -3.993
O  -8.948  2.140  -2.887
C  -7.763  1.637  -3.226
O  -7.373  1.436  -4.345
O  -7.083  1.397  -2.105
C  -5.774  0.849  -2.303
H  -10.713  2.858  -3.560
H  -9.340  3.214  -4.627
H  -10.024  1.569  -4.576
H  -5.149  1.537  -2.869
H  -5.830  -0.110  -2.813
H  -5.355  0.709  -1.311
C  11.727  -6.112  -3.053
O  12.976  -5.410  -3.039
C  12.980  -4.312  -2.287
O  12.049  -3.889  -1.651
O  14.186  -3.756  -2.363
C  14.325  -2.549  -1.603
H  11.877  -6.971  -3.698
H  11.464  -6.443  -2.051
H  10.936  -5.483  -3.454
H  14.159  -2.742  -0.546
H  13.629  -1.790  -1.956
H  15.346  -2.215  -1.762
C  11.116  -2.301  -4.358
O  10.846  -0.925  -4.077
C  9.557  -0.659  -3.869
O  8.658  -1.458  -3.908
O  9.437  0.639  -3.601
C  8.096  1.062  -3.335
H  12.192  -2.382  -4.495
H  10.810  -2.923  -3.522
H  10.617  -2.618  -5.272
H  7.698  0.546  -2.464
H  7.458  0.880  -4.197
H  8.155  2.128  -3.137
C  -13.917  6.298  -1.062
O  -13.025  5.932  -0.005
C  -11.853  5.454  -0.419
O  -11.511  5.314  -1.565
O  -11.120  5.152  0.650
C  -9.826  4.622  0.342
H  -14.816  6.665  -0.577
H  -13.482  7.083  -1.676
H  -14.156  5.435  -1.679
H  -9.240  5.346  -0.220
H  -9.912  3.698  -0.227
H  -9.351  4.426  1.299

- E: -113478.3636 eV

***

Entry 3:
C24H51B2BrIN2O11S | the ωB97M-V functional and the def2-TZVPD basis

Geometry (Å):
C  -1.717  -1.653  3.866
C  -0.548  -1.786  2.781
C  -0.050  -0.337  2.480
C  0.749  0.031  3.804
N  0.601  -0.019  1.166
C  2.061  -0.449  1.093
C  2.636  -1.573  1.977
C  3.887  -2.223  1.225
O  4.836  -2.711  2.154
C  -0.065  -0.768  0.014
S  0.372  -2.488  -0.420
C  1.714  -2.568  -1.716
O  0.697  -3.522  0.575
O  -0.757  -3.087  -1.225
C  -1.612  -0.402  -0.176
Br  -2.036  -0.343  -2.160
C  -2.668  -1.410  0.407
C  -4.079  -1.432  -0.302
C  -5.079  -2.050  0.770
O  -6.424  -1.619  0.520
O  -1.977  0.831  0.347
C  -1.025  1.892  0.469
C  -1.170  2.714  -0.883
N  -0.644  4.087  -0.857
B  -1.818  2.813  1.552
O  -1.853  2.552  2.963
O  -2.676  3.893  1.199
C  -4.059  3.519  1.394
C  0.494  1.479  0.813
C  1.100  2.415  1.910
C  1.253  3.939  1.593
C  2.556  4.505  2.291
I  2.578  4.167  4.429
O  1.115  1.859  -0.363
B  2.292  2.008  -0.995
O  3.576  2.070  -0.383
O  2.353  2.202  -2.406
H  -1.323  -1.521  4.892
H  -2.263  -2.628  3.825
H  -2.468  -0.885  3.574
H  -0.991  -2.402  1.984
H  0.180  -2.446  3.308
H  -0.986  0.265  2.595
H  1.769  0.440  3.605
H  0.228  0.847  4.362
H  0.876  -0.804  4.514
H  2.375  -0.629  0.031
H  2.743  0.408  1.316
H  2.025  -2.415  2.332
H  3.097  -1.140  2.900
H  3.476  -3.068  0.624
H  4.309  -1.443  0.554
H  4.628  -3.642  2.267
H  0.333  -0.303  -0.937
H  2.700  -2.257  -1.317
H  1.385  -1.916  -2.569
H  1.818  -3.607  -2.090
H  -2.352  -2.465  0.500
H  -2.890  -1.059  1.448
H  -4.116  -2.135  -1.158
H  -4.478  -0.423  -0.526
H  -4.831  -1.734  1.812
H  -5.052  -3.163  0.761
H  -6.384  -0.663  0.427
H  -2.277  2.783  -1.032
H  -0.813  2.192  -1.793
H  -1.413  4.711  -1.091
H  0.036  4.194  -1.606
H  -1.402  3.275  3.415
H  -4.326  3.807  2.440
H  -4.693  4.136  0.723
H  -4.260  2.437  1.229
H  2.129  2.117  2.251
H  0.555  2.408  2.883
H  1.303  4.262  0.540
H  0.414  4.507  2.071
H  2.745  5.562  2.004
H  3.428  3.937  1.878
H  3.491  2.236  0.562
H  2.141  1.383  -2.867
C  1.220  -1.901  -7.186
C  0.643  -3.164  -6.572
C  1.285  -3.164  -5.197
O  1.490  -1.790  -4.832
C  1.278  -0.967  -5.991
H  0.627  -1.502  -8.008
H  2.230  -2.097  -7.557
H  -0.442  -3.069  -6.478
H  0.858  -4.068  -7.140
H  2.263  -3.656  -5.215
H  0.662  -3.652  -4.445
H  0.329  -0.435  -5.856
H  2.080  -0.232  -6.070

- Net charge: +1
- E: -141541.6974 eV

***

Entry 4:
C24H51BN3O6 | the ωB97M-V functional and the def2-TZVPD basis

Geometry (Å):
C  -1.288  -2.766  6.548
C  -2.289  -2.914  5.267
C  -1.415  -2.674  3.924
C  -2.286  -1.938  2.753
C  -1.757  -2.188  1.274
C  -0.808  -1.027  0.599
C  0.627  -1.419  1.205
O  1.692  -0.467  1.030
C  2.933  -0.952  1.601
C  -0.981  -1.313  -0.987
B  -0.646  -2.885  -1.387
O  -1.703  -3.818  -1.725
O  0.697  -3.414  -1.430
N  -0.402  -0.302  -1.948
N  0.977  -0.316  -1.795
C  -0.901  -0.447  -3.373
C  0.249  -0.138  -4.490
C  1.059  -1.449  -4.939
C  2.579  -0.947  -5.251
O  3.397  -0.970  -4.061
C  4.274  0.190  -4.001
C  -0.918  1.058  -1.507
C  -0.587  2.337  -2.385
C  0.765  3.153  -2.048
C  0.485  4.612  -1.361
N  1.621  5.500  -1.837
C  -0.547  1.465  -0.013
C  -1.240  0.449  1.061
C  -2.809  0.785  0.999
C  -0.661  0.951  2.469
O  -1.420  2.128  2.925
C  -0.923  2.590  4.180
C  0.547  3.227  4.292
O  -1.694  2.517  5.170
H  -0.213  -2.537  6.224
H  -1.245  -3.760  7.130
H  -1.612  -1.891  7.220
H  -2.744  -3.963  5.324
H  -3.094  -2.108  5.412
H  -1.043  -3.677  3.530
H  -0.578  -1.943  4.197
H  -3.306  -2.490  2.814
H  -2.506  -0.883  3.088
H  -2.699  -2.327  0.616
H  -1.173  -3.184  1.388
H  0.466  -1.499  2.352
H  1.024  -2.447  0.909
H  3.765  -0.930  0.803
H  2.884  -2.035  1.971
H  3.226  -0.320  2.522
H  -2.128  -1.244  -1.158
H  -2.341  -3.331  -2.288
H  0.589  -4.365  -1.181
H  1.475  -1.092  -2.245
H  1.462  0.535  -2.090
H  -1.299  -1.462  -3.686
H  -1.783  0.258  -3.625
H  0.908  0.743  -4.180
H  -0.346  0.235  -5.410
H  0.668  -1.892  -5.920
H  1.146  -2.205  -4.088
H  2.459  0.170  -5.539
H  3.037  -1.453  -6.165
H  4.919  0.304  -4.948
H  5.014  0.087  -3.124
H  3.718  1.178  -3.863
H  -2.067  0.940  -1.581
H  -1.430  3.093  -2.128
H  -0.647  2.248  -3.517
H  1.268  3.411  -3.057
H  1.546  2.570  -1.455
H  -0.458  5.056  -1.824
H  0.487  4.570  -0.224
H  2.457  4.908  -2.021
H  1.396  5.875  -2.781
H  -1.061  2.484  0.178
H  0.554  1.626  0.210
H  -3.350  0.744  2.003
H  -3.067  1.775  0.498
H  -3.297  -0.043  0.351
H  -0.617  0.151  3.285
H  0.416  1.324  2.323
H  0.642  3.628  5.360
H  1.331  2.424  4.044
H  0.625  4.127  3.587

- Net charge: +1
- E: -43135.5146 eV
- SMILES string: CCCCC[C@@]1(COC)[C@H](B(O)O)[N@@+](N)(CCCCOC)[C@H](CCCN)C[C@]1(C)COC(C)=O

***

Entry 5:
C24H51BNNbO3P | the ωB97M-V functional and the def2-TZVPD basis

Geometry (Å):
C  -4.446  -2.209  -2.451
B  -2.956  -2.833  -2.667
O  -2.771  -3.648  -3.877
Nb  -1.145  -2.586  -1.264
C  -2.042  -0.711  -0.220
C  -0.761  -0.028  0.499
C  -0.314  -0.713  1.849
C  0.937  -0.144  2.549
C  1.691  1.051  1.909
C  1.213  1.736  0.610
C  -0.040  1.191  -0.123
C  -0.481  1.923  -1.462
N  -0.055  -1.325  -2.538
C  -0.568  -0.975  -3.676
C  -1.683  0.120  -4.008
C  0.118  -1.625  -5.009
P  -0.084  -4.772  -2.207
O  1.193  -5.198  -1.101
O  0.713  -4.466  -3.702
H  -4.614  -2.035  -1.339
H  -4.480  -1.175  -2.961
H  -5.227  -2.919  -2.908
H  -2.492  -3.017  -4.583
H  0.288  -2.574  -0.097
H  -1.988  -3.651  -0.077
H  -2.807  -1.006  0.597
H  -2.507  -0.022  -1.000
H  -0.921  -1.592  2.229
H  1.292  -0.651  3.512
H  2.634  1.462  2.392
H  1.773  2.629  0.173
H  -0.369  3.070  -1.407
H  0.092  1.465  -2.337
H  -1.606  1.738  -1.651
H  -2.375  -0.363  -4.804
H  -2.360  0.364  -3.126
H  -1.244  1.050  -4.517
H  -0.577  -2.366  -5.517
H  0.385  -0.712  -5.668
H  1.129  -2.070  -4.696
H  1.727  -4.384  -0.945
H  1.642  -4.206  -3.514
C  -1.176  -4.219  7.812
C  -0.860  -4.207  6.322
C  -1.323  -2.931  5.618
C  -2.835  -2.685  5.638
C  -3.686  -3.802  5.033
C  -3.408  -4.033  3.553
H  -2.252  -4.178  7.998
H  -0.797  -5.137  8.270
H  -0.705  -3.371  8.317
H  -1.300  -5.089  5.846
H  0.224  -4.299  6.195
H  -0.972  -2.955  4.581
H  -0.828  -2.069  6.081
H  -3.040  -1.752  5.101
H  -3.163  -2.514  6.670
H  -4.743  -3.537  5.151
H  -3.541  -4.737  5.583
H  -3.591  -3.122  2.977
H  -4.065  -4.815  3.164
H  -2.378  -4.350  3.380
C  3.110  3.712  -2.502
C  4.120  4.502  -1.682
C  3.549  5.801  -1.110
C  3.091  6.827  -2.151
C  4.165  7.271  -3.145
C  5.342  7.975  -2.483
H  2.772  4.272  -3.378
H  3.560  2.782  -2.859
H  2.236  3.453  -1.899
H  5.007  4.708  -2.290
H  4.458  3.876  -0.849
H  4.299  6.256  -0.455
H  2.695  5.559  -0.465
H  2.710  7.709  -1.622
H  2.240  6.424  -2.710
H  3.708  7.960  -3.864
H  4.526  6.418  -3.726
H  5.008  8.859  -1.934
H  6.060  8.300  -3.241
H  5.869  7.316  -1.790

- Net charge: -1
- E: -44856.3421 eV